# 1
Entry from OMol25: a structure of composition C52H44F3N5O4S2SrTe at a distorted geometry (the ωB97M-V functional and the def2-TZVPD basis).

```
112
Properties=species:S:1:pos:R:3:mulliken_charge:R:1
Sr 1.8871 0.7543 -0.6318 2.675
C 5.6418 -1.7643 -1.1212 -1.604
C 4.6661 -0.8473 -0.3768 0.955
O 3.7981 -0.2398 -1.0563 -0.348
C 4.8120 -0.7617 1.0055 -1.504
C 4.0728 0.1087 1.8468 0.239
C 4.5126 0.2661 3.2862 -1.583
N 3.0527 0.7883 1.4121 0.867
N 2.3750 1.5177 2.3360 -0.778
C 1.4105 2.2508 1.8415 -0.347
O 1.1773 2.4759 0.6156 -0.618
C 0.5320 2.8794 2.8631 0.410
C -0.4329 3.7996 2.4585 -0.062
C -1.2695 4.3976 3.3808 -0.947
C -1.1612 4.0839 4.7262 -0.325
C -0.2293 3.1395 5.1354 -0.731
C 0.6120 2.5460 4.2145 -0.099
H 5.5204 -1.5889 -2.1869 0.308
H 5.4085 -2.8107 -0.9190 0.267
H 6.6731 -1.5633 -0.8265 0.374
H 5.6321 -1.3062 1.4612 0.126
H 5.2239 -0.5028 3.5772 0.377
H 3.6369 0.2340 3.9289 0.247
H 4.9738 1.2446 3.4157 0.389
H -0.5158 4.0147 1.4030 0.379
H -2.0238 5.1036 3.0533 0.399
H -1.8165 4.5559 5.4498 0.363
H -0.1831 2.8589 6.1824 0.381
H 1.3299 1.7984 4.5112 0.322
F 3.4646 5.2974 -6.0817 -0.350
C 3.2026 4.0393 -5.6124 0.543
F 4.1367 3.2799 -6.2222 -0.257
F 2.0338 3.7122 -6.1887 -0.221
C 3.2091 3.9942 -4.1248 -0.197
C 3.5557 5.1290 -3.4260 -0.022
C 3.5424 5.1058 -2.0380 -1.290
C 3.1265 3.9328 -1.4188 -0.482
N 2.7863 2.8421 -2.0618 0.330
C 2.8410 2.8031 -3.4165 0.038
S 2.5019 1.3764 -4.2036 -0.450
H 3.8214 6.0359 -3.9534 0.441
H 3.8303 5.9721 -1.4625 0.406
H 3.0487 3.8879 -0.3395 0.613
C -5.3077 -1.1088 0.7616 -1.658
C -3.8163 -0.9357 0.6917 0.718
C -3.0126 -1.1325 1.7877 -1.246
C -1.6140 -1.0225 1.7421 -0.028
C -0.8322 -1.2848 2.9305 0.088
O 0.2924 -0.8626 3.1526 -0.295
C -1.4683 -2.1719 3.9730 0.744
C -1.2343 -1.8817 5.3130 -0.299
C -1.7739 -2.6699 6.3128 -0.719
C -2.5374 -3.7774 5.9794 -0.481
C -2.7452 -4.0981 4.6466 -1.024
C -2.2167 -3.3001 3.6475 -0.035
C -0.9451 -0.6445 0.5231 -0.196
O 0.3007 -0.5644 0.3828 0.291
C -1.8347 -0.4153 -0.5894 -0.070
C -3.1916 -0.5647 -0.5088 -0.375
C -1.1957 0.0515 -1.8423 0.007
N -0.9767 1.2806 -2.0906 0.022
C -1.3380 2.2824 -1.1267 0.431
C -2.6487 2.9043 -1.5446 -1.430
Te -2.5727 3.1893 -3.6937 0.193
C -3.5775 1.3391 -4.0196 -0.164
C -4.8179 1.1113 -3.4446 -0.416
C -5.4529 -0.1062 -3.6106 -0.439
C -4.8502 -1.1089 -4.3511 -0.554
C -3.6051 -0.8903 -4.9138 -0.447
C -2.9781 0.3324 -4.7572 -0.242
C -0.7507 -0.9792 -2.7833 1.188
C -0.0665 -0.6308 -3.9466 -0.513
C 0.4063 -1.6109 -4.7955 -1.151
C 0.2224 -2.9488 -4.4882 -0.661
C -0.4490 -3.3046 -3.3309 -0.788
C -0.9400 -2.3288 -2.4867 -0.593
H -5.6070 -1.4180 1.7614 0.386
H -5.6416 -1.8680 0.0527 0.318
H -5.8264 -0.1805 0.5202 0.299
H -3.4790 -1.3601 2.7394 0.559
H -0.6210 -1.0233 5.5457 0.434
H -1.5975 -2.4203 7.3521 0.406
H -2.9663 -4.3933 6.7593 0.376
H -3.3266 -4.9751 4.3876 0.398
H -2.3820 -3.5530 2.6099 0.659
H -3.7967 -0.3901 -1.3923 0.041
H -0.5474 3.0336 -1.1560 0.240
H -1.4079 1.8899 -0.1040 -0.140
H -2.8317 3.8472 -1.0355 0.657
H -3.4699 2.2203 -1.3438 0.161
H -5.2902 1.8888 -2.8567 0.426
H -6.4189 -0.2756 -3.1540 0.378
H -5.3509 -2.0582 -4.4850 0.364
H -3.1104 -1.6780 -5.4634 0.347
H -2.0068 0.5011 -5.1932 0.590
H 0.1218 0.4103 -4.1542 0.871
H 0.9499 -1.3285 -5.6839 0.479
H 0.6215 -3.7202 -5.1322 0.400
H -0.5741 -4.3483 -3.0767 0.337
H -1.4584 -2.6105 -1.5799 0.346
S 2.4568 -3.9920 -1.1772 -0.370
C 1.9224 -3.7285 0.3702 0.390
N 2.5486 -2.8325 1.1919 0.251
C 2.2511 -2.6960 2.4898 0.133
C 1.3136 -3.4883 3.0842 -0.834
C 0.5680 -4.3703 2.2733 0.046
C 0.8574 -4.4746 0.9472 -1.063
H 3.2475 -2.1911 0.7932 -0.364
H 2.7903 -1.9278 3.0186 0.062
H 1.0961 -3.3862 4.1323 0.501
H -0.2284 -4.9601 2.7117 0.450
H 0.3045 -5.1313 0.2910 0.371
```

2S+1 = 1
charge = -2
energy = -108236.2864 eV
energy relative to the best compared isomer or geometry (same formula, charge and spin) = 36.0 kcal/mol
max |F| = 3.4 eV/Å

# 2
Entry from OMol25: a structure of composition C52H45Cl2O8S3Ta at a distorted geometry (the ωB97M-V functional and the def2-TZVPD basis).

```
111
Properties=species:S:1:pos:R:3:mulliken_charge:R:1
Ta 1.6662 -1.5106 0.4504 1.741
C 1.2735 -8.3197 -3.3529 -0.930
O 1.8454 -7.1011 -2.9002 -0.429
C 1.2091 -6.3438 -2.0196 0.483
C -0.0535 -6.6352 -1.4598 -0.861
C -0.6510 -5.7471 -0.6085 -1.346
C -0.0449 -4.5236 -0.2517 0.314
C -0.7037 -3.5666 0.5822 1.229
C -1.9366 -3.9494 1.3382 -1.758
O -0.2866 -2.3811 0.7140 0.681
C 1.2607 -4.2498 -0.7773 0.057
O 1.8744 -3.1395 -0.4325 0.541
C 1.8517 -5.1568 -1.6490 -0.336
H 1.9448 -8.6865 -4.1265 0.263
H 0.2799 -8.1686 -3.7821 0.374
H 1.2190 -9.0578 -2.5498 0.376
H -0.5534 -7.5601 -1.6952 0.509
H -1.6358 -5.9752 -0.2350 0.526
H -1.8389 -4.9485 1.7529 0.579
H -2.8071 -3.9264 0.6830 0.387
H -2.0916 -3.2283 2.1378 -0.037
H 2.8337 -4.9536 -2.0467 0.555
C -0.2013 5.2784 5.8293 -1.589
C 0.0264 4.3169 4.7138 0.911
C -0.1494 4.7195 3.3919 -0.945
C -0.0282 3.8097 2.3623 -0.516
C 0.2776 2.4794 2.6371 0.380
C 0.5077 2.0674 3.9392 -0.352
C 0.3834 2.9922 4.9635 -0.984
S 0.0256 1.4917 1.1536 0.590
O 1.0031 0.2930 1.0674 -0.300
C -1.4653 0.6781 1.7182 1.598
C -1.3931 -0.3144 2.7048 -0.622
C -2.5339 -0.9697 3.0733 -1.485
C -3.7552 -0.7211 2.4073 0.918
C -4.9108 -1.4841 2.6740 -1.060
C -6.0692 -1.2668 1.9792 -0.743
C -6.1297 -0.2581 1.0028 -1.011
C -5.0369 0.5231 0.7411 -0.932
C -3.8219 0.3054 1.4246 1.064
C -2.6524 1.0586 1.1354 -0.401
C -2.6908 2.2577 0.2720 -0.282
C -3.4142 3.4040 0.7117 1.325
C -4.0849 3.4562 1.9539 -0.780
C -4.8006 4.5646 2.3135 -0.958
C -4.8719 5.6805 1.4663 -0.760
C -4.1888 5.6837 0.2827 -0.982
C -3.4429 4.5559 -0.1218 0.609
C -2.7361 4.5388 -1.3418 -1.599
C -2.0219 3.4398 -1.7304 -0.772
C -1.9972 2.2945 -0.9213 0.690
S -0.9651 0.8191 -1.2732 1.466
O -1.6271 0.0124 -2.3334 -1.032
C 0.3294 1.6836 -2.1992 0.453
C 0.1178 1.9151 -3.5482 -0.334
C 1.1118 2.4808 -4.3233 -1.113
C 2.3403 2.8169 -3.7648 0.603
C 3.4375 3.4027 -4.5905 -1.636
C 2.5396 2.5732 -2.4086 -1.247
C 1.5512 1.9998 -1.6295 -0.459
H 0.0295 6.2939 5.5237 0.406
H 0.3838 5.0229 6.7069 0.404
H -1.2523 5.2578 6.1154 0.298
H -0.3964 5.7458 3.1701 0.433
H -0.1832 4.1170 1.3388 0.330
H 0.7874 1.0479 4.1562 0.488
H 0.5483 2.6678 5.9806 0.437
H -0.4435 -0.5545 3.1553 0.056
H -2.5122 -1.6941 3.8755 0.512
H -4.8530 -2.2527 3.4307 0.531
H -6.9442 -1.8666 2.1850 0.443
H -7.0533 -0.0978 0.4680 0.483
H -5.0833 1.3042 -0.0024 0.615
H -4.0327 2.6131 2.6249 0.578
H -5.3261 4.5857 3.2545 0.505
H -5.4612 6.5360 1.7575 0.434
H -4.2085 6.5472 -0.3649 0.503
H -2.7588 5.4185 -1.9676 0.485
H -1.4763 3.4621 -2.6596 0.599
H -0.8242 1.6212 -3.9832 0.611
H 0.9287 2.6727 -5.3687 0.399
H 3.1759 3.4048 -5.6440 0.381
H 4.3554 2.8316 -4.4600 0.352
H 3.6437 4.4285 -4.2870 0.348
H 3.4850 2.8450 -1.9616 0.750
H 1.7459 1.7911 -0.5891 0.865
Cl 9.0952 -0.1820 -0.4426 -0.173
C 7.3961 -0.3803 -0.2902 0.067
C 6.5358 0.6157 -0.7566 -0.773
C 5.1693 0.4656 -0.6422 -0.432
C 4.6069 -0.6713 -0.0526 0.116
O 3.2890 -0.7795 0.0860 0.266
C 5.4847 -1.6857 0.4138 1.178
C 4.9604 -2.8799 1.0489 -0.364
O 3.7779 -3.1307 1.1999 -0.458
C 6.8689 -1.5246 0.2812 -1.014
H 6.9500 1.5086 -1.1979 0.494
H 4.4996 1.2282 -1.0033 0.243
H 5.7165 -3.5895 1.4216 0.313
H 7.5318 -2.2956 0.6430 0.449
C 1.9765 -2.0215 -3.5115 -0.997
S 0.4461 -1.1782 -2.9743 0.777
C -0.6341 -2.6317 -3.1127 -1.199
O 0.7510 -1.0093 -1.4836 -0.903
H 2.2846 -2.6883 -2.7135 -0.061
H 2.7386 -1.2650 -3.6753 0.378
H 1.8026 -2.5577 -4.4355 0.488
H -1.0054 -2.6449 -4.1312 0.566
H -1.4740 -2.4787 -2.4468 0.249
H -0.1012 -3.5455 -2.8822 0.306
Cl 1.7454 -1.8784 2.6933 -0.391
```

2S+1 = 1
charge = +2
energy = -130127.2661 eV
energy relative to the best compared isomer or geometry (same formula, charge and spin) = 64.7 kcal/mol
max |F| = 2.4 eV/Å

# 3
Entry from OMol25: a cluster of 4 separate species, C52H45FN2O10S in total at a distorted geometry (the ωB97M-V functional and the def2-TZVPD basis).

```
111
Properties=species:S:1:pos:R:3:mulliken_charge:R:1
C 6.1410 -1.2425 0.7414 -0.649
C 5.8290 -2.4990 1.5774 0.372
O 6.2066 -2.5302 2.6840 -0.531
N 5.1357 -3.6548 1.0431 0.062
C 6.0115 -4.1571 -0.0466 -1.055
C 3.7745 -3.3178 0.5214 0.430
C 2.7666 -4.1788 1.3234 -0.922
C 1.2655 -3.9633 0.9666 -0.459
C 0.5963 -2.7878 1.7174 -0.925
N 1.1097 -1.4646 1.3065 0.607
C 0.2910 -0.8148 0.2406 -1.669
C 0.4703 -1.3987 -1.1946 0.421
C -0.6851 -2.3938 -1.5416 -1.328
O 1.7489 -1.9319 -1.4470 -0.511
S 1.1394 -0.3408 2.5781 1.016
O -0.0868 0.3643 2.6784 -0.660
O 2.1807 0.5925 2.3338 -0.414
F 1.3955 -1.0568 3.9460 -0.269
H 5.4203 -1.1319 -0.0752 0.095
H 7.1337 -1.2927 0.2789 0.406
H 6.1193 -0.3625 1.3848 0.255
H 5.9307 -3.4981 -0.9288 0.379
H 5.7084 -5.1805 -0.2862 0.304
H 7.0625 -4.1467 0.2619 0.369
H 3.5955 -2.2437 0.6156 -0.542
H 3.7601 -3.6391 -0.5287 0.384
H 3.0072 -5.2237 1.1096 0.345
H 2.8732 -3.9171 2.3832 0.199
H 1.0770 -3.9357 -0.1090 0.210
H 0.7407 -4.8552 1.3438 0.469
H -0.4953 -2.8313 1.5709 0.277
H 0.7482 -3.0016 2.7815 0.577
H -0.7775 -0.8189 0.4886 0.563
H 0.6099 0.2327 0.2176 0.714
H 0.3286 -0.5498 -1.8832 0.350
H -1.4349 -1.8552 -2.1309 0.493
H -0.3125 -3.2383 -2.1310 0.247
H -1.2050 -2.7194 -0.6353 0.181
H 1.6788 -2.6765 -2.0558 0.320
C 4.2932 1.5592 -0.0251 -0.679
C 3.5975 0.5922 -0.7302 0.852
C 3.3793 0.7490 -2.0884 -0.700
C 3.8495 1.8783 -2.7467 -0.127
C 4.5321 2.8633 -2.0303 -0.023
C 4.7603 2.6941 -0.6691 -0.958
C 5.0022 4.1033 -2.7038 0.632
O 5.5995 4.9595 -2.0839 -0.670
C 4.7166 4.2759 -4.1546 0.090
C 5.0975 5.4514 -4.7902 -0.533
C 4.8492 5.6192 -6.1422 -0.479
C 4.2265 4.6089 -6.8688 -0.488
C 3.8399 3.4376 -6.2394 -0.537
C 4.0745 3.2701 -4.8798 0.126
C 3.6227 2.0211 -4.2090 0.619
O 3.0756 1.1397 -4.8422 -0.675
H 4.4685 1.4285 1.0349 0.662
H 3.2243 -0.2863 -0.2201 -0.155
H 2.8372 -0.0125 -2.6329 0.737
H 5.2982 3.4506 -0.1130 0.493
H 5.5847 6.2369 -4.2276 0.471
H 5.1424 6.5381 -6.6342 0.389
H 4.0395 4.7391 -7.9273 0.400
H 3.3516 2.6545 -6.8041 0.469
C -5.1920 5.1528 7.0462 -0.459
C -4.9780 4.9396 8.4047 -0.469
C -3.7796 4.4019 8.8429 -0.546
C -2.7930 4.0637 7.9244 0.182
C -3.0170 4.2558 6.5600 0.191
C -4.2148 4.8114 6.1264 -0.554
C -1.9915 3.8552 5.5574 0.556
O -2.1863 4.0271 4.3715 -0.664
C -0.7297 3.2337 6.0408 0.324
C 0.2158 2.8012 5.1186 -0.763
C 1.4003 2.2328 5.5573 -0.468
C 1.6496 2.1017 6.9201 -0.702
C 0.7086 2.5260 7.8437 -0.553
C -0.4870 3.0842 7.4089 0.204
C -1.5028 3.5033 8.4106 0.623
O -1.2886 3.3868 9.6006 -0.666
H -6.1262 5.5817 6.7060 0.398
H -5.7480 5.1960 9.1214 0.398
H -3.6119 4.2413 9.8998 0.465
H -4.3841 4.9727 5.0699 0.467
H 0.0261 2.9038 4.0584 0.506
H 2.1334 1.8915 4.8364 0.604
H 2.5793 1.6632 7.2608 0.422
H 0.9019 2.4192 8.9030 0.470
C -7.0867 -2.3481 -0.7388 -0.568
C -8.3943 -2.2702 -1.2080 -0.439
C -8.6585 -2.4260 -2.5585 -0.613
C -7.6153 -2.6490 -3.4487 0.394
C -6.3008 -2.7038 -2.9810 0.127
C -6.0427 -2.5636 -1.6225 -0.521
C -5.1666 -2.8936 -3.9247 0.515
O -4.0227 -2.9456 -3.5175 -0.663
C -5.4617 -3.0098 -5.3777 0.162
C -4.4121 -3.1310 -6.2806 -0.526
C -4.6745 -3.2530 -7.6348 -0.516
C -5.9882 -3.2637 -8.0934 -0.463
C -7.0378 -3.1380 -7.1988 -0.576
C -6.7792 -3.0014 -5.8405 0.234
C -7.9151 -2.8323 -4.8946 0.526
O -9.0613 -2.8382 -5.2938 -0.667
H -6.8833 -2.2348 0.3186 0.405
H -9.2079 -2.0895 -0.5170 0.393
H -9.6762 -2.3703 -2.9216 0.471
H -5.0258 -2.6188 -1.2571 0.583
H -3.3900 -3.1261 -5.9258 0.477
H -3.8552 -3.3422 -8.3369 0.399
H -6.1916 -3.3662 -9.1518 0.400
H -8.0588 -3.1418 -7.5570 0.470
```

2S+1 = 1
energy = -91661.9095 eV
SMILES = CC(=O)N(C)CCCCN(C[C@H](C)O)S(=O)(=O)F.O=C1c2ccccc2C(=O)c2ccccc21.O=C1c2ccccc2C(=O)c2ccccc21.O=C1c2ccccc2C(=O)c2ccccc21
max |F| = 3.3 eV/Å

The records above yield E_LUMO values of 0.135, -0.205, -0.043 Ha, respectively.